1.
Entry from the Open Molecules 2025 dataset: C19H66B2NO37 as an isolated structure at a distorted geometry (wB97M-V/def2-TZVPD).

Positions of all 125 atoms, in Å:
1 C 1.286 -1.352 2.969
2 C 1.818 -0.043 2.290
3 C 1.314 0.269 0.827
4 C -0.246 0.397 0.716
5 N -0.893 0.846 -0.544
6 C -0.309 0.167 -1.737
7 C -0.579 1.071 -2.941
8 C -0.093 2.351 -2.413
9 C -0.487 2.257 -0.857
10 C -2.354 0.633 -0.494
11 C -2.986 1.100 0.844
12 C -4.517 0.895 0.944
13 H 1.729 -1.806 3.705
14 H 1.191 -2.021 2.273
15 H 0.248 -1.279 3.365
16 H 2.866 -0.280 2.233
17 H 1.700 0.922 2.924
18 H 1.644 -0.700 0.229
19 H 1.764 1.096 0.273
20 H -0.562 1.155 1.645
21 H -0.737 -0.463 1.286
22 H -0.855 -0.542 -2.240
23 H 0.808 -0.068 -1.534
24 H -1.602 1.215 -3.262
25 H 0.120 0.746 -3.801
26 H -0.612 3.215 -3.212
27 H 0.900 2.445 -2.368
28 H -1.420 2.753 -0.986
29 H 0.229 2.701 -0.382
30 H -2.407 -0.363 -0.603
31 H -2.806 1.286 -1.293
32 H -2.756 2.107 0.906
33 H -2.559 0.643 1.654
34 H -4.820 -0.145 0.665
35 H -4.942 1.669 0.220
36 H -4.997 1.067 1.790
37 O -3.304 -1.415 -3.095
38 C -2.816 -2.437 -3.625
39 O -2.736 -3.579 -3.161
40 B -1.785 -4.270 -3.971
41 O -1.191 -3.223 -4.877
42 C -1.972 -2.197 -4.700
43 O -1.936 -1.156 -5.291
44 O -2.295 -5.457 -4.596
45 C -1.749 -6.457 -4.014
46 O -2.402 -7.477 -4.136
47 C -0.936 -6.145 -2.964
48 O -0.685 -4.910 -3.054
49 O -0.269 -6.863 -2.355
50 O -2.994 -2.158 2.523
51 C -2.489 -2.912 1.627
52 O -1.268 -2.934 1.501
53 B -1.025 -3.617 0.257
54 O -2.382 -4.178 -0.160
55 C -3.171 -3.765 0.718
56 O -4.329 -3.604 0.403
57 O -0.053 -4.795 0.441
58 C 0.927 -4.417 -0.187
59 O 1.986 -5.022 -0.199
60 C 0.748 -3.200 -0.969
61 O -0.352 -2.742 -0.755
62 O 1.570 -2.649 -1.748
63 O 3.503 2.883 4.561
64 H 3.393 2.131 5.151
65 H 3.825 2.441 3.820
66 O -6.852 0.437 4.006
67 H -6.161 0.546 4.733
68 H -6.448 -0.384 3.640
69 O -7.609 0.033 -0.388
70 H -7.201 -0.621 0.195
71 H -7.191 0.052 -1.164
72 O 0.250 2.810 3.977
73 H 1.112 2.455 4.128
74 H 0.313 3.532 3.238
75 O 5.141 0.140 0.491
76 H 4.988 -0.519 -0.186
77 H 5.748 0.749 -0.018
78 O -0.908 -1.022 5.885
79 H -1.256 -1.964 5.719
80 H -0.076 -1.283 6.197
81 O 5.510 -0.455 3.631
82 H 6.227 -0.929 3.811
83 H 5.343 -0.514 2.623
84 O 3.429 0.157 5.557
85 H 4.079 0.006 4.827
86 H 4.069 0.184 6.267
87 O -4.006 2.087 -5.467
88 H -3.125 1.702 -5.427
89 H -4.365 2.438 -6.360
90 O 3.177 2.401 -3.592
91 H 3.256 1.423 -3.381
92 H 2.506 2.474 -4.225
93 O 0.546 4.830 1.652
94 H 0.159 4.902 0.776
95 H 1.204 5.292 1.875
96 O 1.154 4.722 -4.890
97 H 0.765 5.393 -5.433
98 H 0.856 3.784 -5.356
99 O -0.700 5.339 -0.828
100 H 0.143 5.589 -1.254
101 H -1.294 5.884 -1.038
102 O 3.841 -3.156 5.091
103 H 4.433 -3.374 4.428
104 H 4.172 -2.230 5.159
105 O 4.306 3.207 -1.208
106 H 5.095 2.832 -1.624
107 H 3.775 3.101 -1.974
108 O -1.533 1.244 -6.176
109 H -1.729 0.327 -6.155
110 H -1.490 1.333 -7.105
111 O 1.646 -1.641 6.963
112 H 2.046 -2.356 6.551
113 H 2.143 -0.963 6.579
114 O 4.221 -1.446 -1.580
115 H 3.432 -1.887 -1.343
116 H 5.000 -2.163 -1.639
117 O -2.053 0.976 4.772
118 H -1.612 0.230 5.132
119 H -1.327 1.627 4.577
120 O 3.888 2.380 1.747
121 H 4.239 1.628 1.130
122 H 3.602 2.967 1.082
123 O 1.182 2.233 -6.047
124 H 0.427 1.720 -5.867
125 H 1.622 1.917 -6.947

The gap between HOMO and LUMO is 8.56 eV. Its net charge is -1. The calculation puts the energy relative to the best compared isomer or geometry (same formula, charge and spin) at 0.0 kJ/mol. Its electronic energy is -99376.5052 eV. The molar mass is 922.331 g/mol.

=====

2.
Entry from the Open Molecules 2025 dataset: a 14-piece molecular cluster, C19H66N10O14 overall at a distorted geometry (wB97M-V/def2-TZVPD).

Positions of all 109 atoms, in Å:
1 C -2.193 -1.846 3.053
2 C -1.497 -3.199 3.258
3 O -0.537 -3.099 4.302
4 H -2.855 -1.566 3.791
5 H -2.799 -1.812 2.189
6 H -1.372 -1.120 2.933
7 H -1.066 -3.674 2.359
8 H -2.270 -3.936 3.691
9 H -0.782 -3.835 4.900
10 C -1.557 2.468 -4.784
11 C -0.434 2.390 -3.789
12 O 0.862 2.638 -4.366
13 H -2.516 2.523 -4.226
14 H -1.539 1.607 -5.459
15 H -1.383 3.396 -5.283
16 H -0.579 1.455 -3.236
17 H -0.625 3.179 -3.104
18 H 0.953 1.966 -5.079
19 C -4.583 3.937 -1.271
20 C -3.095 3.674 -1.338
21 O -2.725 2.303 -1.203
22 H -4.817 4.946 -0.894
23 H -5.176 3.235 -0.669
24 H -5.058 3.843 -2.215
25 H -2.607 4.175 -0.493
26 H -2.744 4.020 -2.319
27 H -1.753 2.259 -1.153
28 C -2.911 1.595 2.752
29 C -4.127 2.081 2.007
30 O -5.144 2.463 2.865
31 H -2.466 2.220 3.521
32 H -2.199 1.474 2.002
33 H -3.063 0.680 3.250
34 H -4.567 1.354 1.353
35 H -3.849 2.872 1.374
36 H -4.761 2.971 3.639
37 C 0.034 -3.844 -1.576
38 C -1.183 -2.890 -1.836
39 O -0.799 -1.971 -2.835
40 H 0.342 -4.222 -2.526
41 H -0.271 -4.559 -0.824
42 H 0.865 -3.297 -1.148
43 H -1.531 -2.501 -0.838
44 H -2.055 -3.409 -2.126
45 H -1.390 -1.265 -2.875
46 C 4.464 -3.086 -1.825
47 O 4.304 -3.255 -3.157
48 N 3.533 -2.642 -1.006
49 N 5.610 -3.204 -1.244
50 H 2.702 -2.155 -1.326
51 H 3.371 -3.050 -0.019
52 H 6.337 -3.297 -1.981
53 H 5.989 -2.744 -0.338
54 C 3.648 -0.225 1.178
55 O 2.713 -1.003 1.682
56 N 4.465 -0.462 0.155
57 N 3.830 1.024 1.574
58 H 4.281 -1.353 -0.427
59 H 5.149 0.175 -0.257
60 H 3.248 1.274 2.357
61 H 4.567 1.634 1.356
62 C 2.930 2.739 -1.177
63 O 3.852 3.413 -0.422
64 N 2.362 1.658 -0.822
65 N 2.391 3.186 -2.276
66 H 2.846 1.258 -0.031
67 H 1.806 1.003 -1.407
68 H 2.910 4.022 -2.629
69 H 1.740 2.782 -2.973
70 C 1.476 -0.195 4.841
71 O 0.497 0.323 5.538
72 N 2.757 0.182 5.027
73 N 1.413 -1.140 3.974
74 H 2.964 1.017 5.578
75 H 3.618 -0.177 4.491
76 H 0.550 -1.741 4.023
77 H 1.995 -1.201 3.102
78 C -4.872 -0.542 -0.803
79 O -5.945 -1.376 -0.753
80 N -3.648 -0.921 -0.484
81 N -4.957 0.640 -1.241
82 H -3.614 -1.912 -0.111
83 H -2.763 -0.425 -0.406
84 H -5.856 1.073 -1.441
85 H -4.087 1.246 -1.232
86 C -0.065 3.010 0.587
87 O -0.156 2.567 -0.672
88 H -1.030 3.333 0.999
89 H 0.698 3.809 0.616
90 H 0.258 2.226 1.254
91 H 0.758 2.365 -0.975
92 C 2.527 -0.607 -2.926
93 O 1.545 -0.872 -1.965
94 H 2.338 0.370 -3.348
95 H 2.514 -1.423 -3.673
96 H 3.611 -0.593 -2.585
97 H 0.706 -1.214 -2.311
98 C 1.856 -3.934 1.847
99 O 3.193 -3.820 1.354
100 H 1.094 -3.838 1.037
101 H 1.613 -3.090 2.525
102 H 1.577 -4.846 2.473
103 H 3.808 -3.889 2.088
104 C -0.150 -0.544 0.707
105 O -1.103 -0.026 -0.179
106 H -0.291 -1.594 0.836
107 H -0.012 0.026 1.621
108 H 0.801 -0.486 0.258
109 H -0.848 0.854 -0.430

The gap between HOMO and LUMO is 8.41 eV. The calculation puts the energy relative to the best compared isomer or geometry (same formula, charge and spin) at 0.0 kJ/mol. Its electronic energy is -64336.1126 eV. The molar mass is 658.793 g/mol.

=====

3.
Entry from the Open Molecules 2025 dataset: a 13-piece molecular cluster, C19H66N24O13 overall at a distorted geometry (wB97M-V/def2-TZVPD).

Positions of all 122 atoms, in Å:
1 C -3.206 3.983 -2.265
2 C -2.337 3.501 -1.065
3 C -2.958 4.217 0.222
4 O -2.439 3.699 1.375
5 C -1.335 4.439 1.950
6 N -2.420 2.047 -0.997
7 H -2.744 3.675 -3.203
8 H -3.211 5.073 -2.267
9 H -4.237 3.650 -2.140
10 H -1.319 3.885 -1.131
11 H -4.012 3.945 0.286
12 H -2.873 5.303 0.180
13 H -0.938 3.951 2.840
14 H -1.770 5.376 2.297
15 H -0.520 4.612 1.247
16 H -1.787 1.744 -0.271
17 H -3.293 1.938 -0.501
18 C -3.705 -1.078 0.970
19 C -3.781 0.196 1.857
20 C -5.127 0.872 1.599
21 O -5.306 1.233 0.205
22 C -6.587 1.806 -0.043
23 N -3.659 -0.201 3.240
24 H -4.643 -1.612 0.820
25 H -2.922 -1.674 1.440
26 H -3.298 -0.827 -0.009
27 H -2.921 0.797 1.563
28 H -5.085 1.798 2.173
29 H -6.018 0.369 1.973
30 H -6.752 1.960 -1.109
31 H -6.684 2.832 0.310
32 H -7.402 1.156 0.277
33 H -2.694 -0.461 3.385
34 H -4.218 -1.042 3.232
35 C 0.317 -2.413 -4.709
36 O 0.284 -1.926 -3.580
37 N 1.202 -3.247 -5.060
38 N -0.546 -2.156 -5.671
39 H 1.858 -3.554 -4.356
40 H 1.233 -3.695 -5.964
41 H -0.638 -2.589 -6.579
42 H -1.321 -1.545 -5.455
43 C 3.568 -3.742 -2.657
44 O 3.834 -3.726 -3.870
45 N 4.138 -4.432 -1.770
46 N 2.570 -3.035 -2.118
47 H 4.945 -4.954 -2.080
48 H 3.775 -4.504 -0.831
49 H 2.083 -2.458 -2.789
50 H 2.293 -3.153 -1.154
51 C -2.557 0.423 -4.224
52 O -2.576 0.043 -5.379
53 N -3.410 1.282 -3.788
54 N -1.890 -0.155 -3.278
55 H -4.175 1.541 -4.395
56 H -3.356 1.504 -2.804
57 H -1.172 -0.838 -3.473
58 H -1.966 0.294 -2.377
59 C 0.902 1.957 -3.790
60 O 1.241 2.119 -2.597
61 N 0.429 2.862 -4.566
62 N 0.924 0.811 -4.379
63 H 0.111 3.745 -4.191
64 H 0.068 2.599 -5.472
65 H 0.452 0.736 -5.269
66 H 1.142 -0.005 -3.826
67 C 4.462 0.156 -1.949
68 O 5.116 -0.818 -2.014
69 N 4.000 0.821 -3.002
70 N 4.181 0.664 -0.838
71 H 3.982 0.315 -3.876
72 H 3.272 1.502 -2.839
73 H 4.362 0.130 0.001
74 H 3.635 1.512 -0.787
75 C -1.650 -4.697 2.327
76 O -2.417 -5.630 2.568
77 N -1.701 -3.514 2.889
78 N -0.610 -4.723 1.529
79 H -1.011 -2.784 2.777
80 H -2.306 -3.459 3.696
81 H -0.380 -5.467 0.885
82 H -0.453 -3.787 1.185
83 C 0.387 -0.892 0.589
84 O 0.082 -2.049 0.823
85 N 0.667 -0.534 -0.649
86 N 0.340 0.091 1.354
87 H 0.952 0.428 -0.762
88 H 0.720 -1.193 -1.413
89 H 0.023 -0.036 2.304
90 H 0.695 1.011 1.137
91 C 3.972 -0.116 3.693
92 O 3.863 -1.294 3.478
93 N 3.317 0.880 3.281
94 N 5.052 0.381 4.177
95 H 2.506 0.743 2.696
96 H 3.543 1.810 3.604
97 H 5.811 -0.252 4.387
98 H 5.372 1.321 3.997
99 C -0.240 -0.656 4.876
100 O -0.813 -0.416 3.805
101 N 0.761 -0.125 5.441
102 N -0.609 -1.524 5.761
103 H 1.316 0.574 4.968
104 H 1.015 -0.368 6.388
105 H -1.429 -2.069 5.535
106 H -0.005 -1.625 6.565
107 C 2.610 3.356 1.057
108 O 1.673 2.756 1.474
109 N 3.547 3.851 1.766
110 N 2.824 3.650 -0.165
111 H 4.253 4.467 1.388
112 H 3.300 3.938 2.742
113 H 3.633 4.224 -0.355
114 H 2.086 3.462 -0.829
115 C 2.990 -4.306 1.831
116 O 2.696 -4.909 0.807
117 N 3.810 -4.829 2.645
118 N 2.401 -3.207 2.283
119 H 4.378 -5.661 2.577
120 H 4.014 -4.444 3.556
121 H 2.765 -2.635 3.032
122 H 1.680 -2.966 1.618

The gap between HOMO and LUMO is 8.00 eV. The calculation puts the energy relative to the best compared isomer or geometry (same formula, charge and spin) at 417.6 kJ/mol. Its electronic energy is -83159.4182 eV. The molar mass is 838.892 g/mol.

=====

4.
Entry from the Open Molecules 2025 dataset: a 13-piece molecular cluster, C19H67O22P3 overall at a distorted geometry (wB97M-V/def2-TZVPD).

Positions of all 111 atoms, in Å:
1 C 1.553 1.230 3.976
2 O 1.110 0.222 3.162
3 H 0.768 1.907 4.313
4 H 1.991 0.707 4.826
5 H 2.346 1.798 3.490
6 H 1.700 0.135 2.409
7 C -2.988 -4.435 -0.422
8 O -3.263 -4.810 0.899
9 H -1.940 -4.163 -0.550
10 H -3.065 -5.243 -1.149
11 H -3.654 -3.627 -0.726
12 H -4.222 -4.787 0.939
13 C -3.900 -1.839 2.351
14 O -3.390 -0.506 2.211
15 H -3.378 -2.242 3.220
16 H -4.951 -1.972 2.605
17 H -3.682 -2.475 1.493
18 H -3.431 -0.008 3.030
19 C -0.027 -0.724 -4.354
20 O 0.398 0.577 -4.722
21 H -1.101 -0.863 -4.480
22 H 0.531 -1.376 -5.026
23 H 0.211 -1.065 -3.347
24 H -0.197 1.221 -4.331
25 C -5.483 -1.231 -0.784
26 O -6.447 -0.450 -1.462
27 H -4.981 -1.872 -1.510
28 H -4.694 -0.711 -0.241
29 H -5.995 -1.915 -0.107
30 H -5.937 0.074 -2.085
31 C -0.622 -0.793 -0.232
32 O -1.899 -0.139 -0.224
33 H -0.068 -0.463 0.647
34 H -0.739 -1.876 -0.193
35 H -0.055 -0.480 -1.108
36 H -2.330 -0.287 0.620
37 C -1.557 2.150 -2.459
38 O -1.223 2.486 -3.798
39 H -0.820 1.535 -1.941
40 H -1.714 3.024 -1.827
41 H -2.507 1.614 -2.453
42 H -1.905 3.047 -4.174
43 C -2.076 1.958 3.758
44 O -3.326 1.562 4.210
45 H -1.413 1.948 4.623
46 H -1.639 1.170 3.145
47 H -2.039 2.904 3.219
48 H -3.704 2.247 4.766
49 C -3.679 2.429 0.280
50 O -4.137 3.740 -0.200
51 H -4.198 1.603 -0.208
52 H -2.621 2.294 0.054
53 H -3.789 2.356 1.362
54 H -4.185 3.602 -1.149
55 C -0.668 -3.181 3.009
56 O -0.595 -4.141 1.983
57 H 0.274 -2.978 3.517
58 H -0.983 -2.201 2.649
59 H -1.451 -3.465 3.712
60 H -1.449 -4.219 1.552
61 C 5.640 -0.210 2.580
62 O 5.378 -0.518 1.212
63 P 3.952 -0.071 0.489
64 O 2.690 -0.454 1.151
65 O 4.232 1.511 0.420
66 C 5.375 1.968 -0.253
67 O 4.023 -0.601 -1.053
68 C 2.967 -0.084 -1.839
69 H 6.690 -0.009 2.792
70 H 5.319 -1.013 3.244
71 H 5.126 0.705 2.876
72 H 5.264 3.038 -0.426
73 H 5.423 1.567 -1.266
74 H 6.312 1.780 0.270
75 H 3.364 0.415 -2.722
76 H 2.290 0.661 -1.423
77 H 2.393 -0.927 -2.223
78 C 0.895 3.138 0.784
79 O 1.173 4.043 1.844
80 P 0.422 5.455 1.985
81 O 0.835 6.108 3.221
82 O -1.148 5.066 1.984
83 C -2.107 6.030 1.738
84 O 0.699 6.216 0.609
85 C 2.001 6.505 0.223
86 H 0.534 2.262 1.324
87 H 1.791 2.800 0.263
88 H 0.073 3.455 0.142
89 H -2.951 5.572 1.224
90 H -1.781 6.918 1.196
91 H -2.526 6.345 2.694
92 H 2.101 7.011 -0.737
93 H 2.635 5.618 0.207
94 H 2.432 7.117 1.014
95 C 2.487 -6.801 -3.906
96 O 2.800 -5.568 -3.194
97 P 1.782 -4.322 -3.012
98 O 0.329 -4.635 -2.850
99 O 2.478 -3.564 -1.751
100 C 1.975 -3.865 -0.477
101 O 2.149 -3.270 -4.230
102 C 3.482 -2.939 -4.544
103 H 3.228 -6.919 -4.698
104 H 1.458 -6.791 -4.264
105 H 2.527 -7.630 -3.199
106 H 1.518 -2.929 -0.158
107 H 2.790 -3.965 0.239
108 H 1.300 -4.708 -0.331
109 H 4.154 -3.642 -4.051
110 H 3.695 -1.910 -4.252
111 H 3.569 -2.965 -5.630

The gap between HOMO and LUMO (spin up / spin down) is 9.30 / 2.45 eV. Its net charge is +1. Its electronic energy is -93693.2364 eV. The molar mass is 740.645 g/mol. Its multiplicity is 2.